{
  "formula": "C26H37CuP2S5Te",
  "method": "ωB97M-V/def2-TZVPD",
  "elements": ["Te", "Cu", "S", "S", "S", "S", "S", "P", "P", "C", "C", "C", "C", "C", "C", "C", "C", "C", "C", "C", "C", "C", "C", "C", "C", "C", "C", "C", "C", "C", "C", "C", "C", "C", "C", "H", "H", "H", "H", "H", "H", "H", "H", "H", "H", "H", "H", "H", "H", "H", "H", "H", "H", "H", "H", "H", "H", "H", "H", "H", "H", "H", "H", "H", "H", "H", "H", "H", "H", "H", "H", "H"],
  "xyz": [[-1.864519, 2.218740, 1.656626], [1.440515, -0.909195, 0.123547], [2.818535, -1.840877, 1.669940], [4.167910, -1.901876, -1.507813], [2.506952, -0.825025, -1.886723], [-4.161363, 3.750421, -0.334651], [4.188188, -2.668179, 0.489256], [2.138564, 1.274203, 0.411115], [-0.514025, -2.151143, -0.009997], [-6.153510, 2.433991, 0.659792], [4.368226, 2.174448, -1.028114], [-5.831688, 3.329929, -0.288253], [6.608035, 1.578228, -0.450907], [0.959517, 5.027845, -0.240195], [-0.770142, -3.328918, 1.450156], [0.626760, -4.180158, -1.592684], [5.709147, 2.168722, -1.329604], [0.313443, 2.572004, -1.407580], [6.160750, 1.024704, 0.728953], [-1.958287, -0.096209, -1.256271], [3.891902, 1.497537, 0.105351], [1.371908, 2.669881, -0.447155], [-1.882387, -3.731452, -1.994603], [-0.154351, 4.897647, -1.051520], [-1.259252, -2.590776, 2.722207], [-3.420484, -1.652614, 0.090688], [-3.811343, 2.592870, 0.939384], [1.995676, 1.703660, 2.208767], [-2.028321, -1.035037, -0.034152], [-5.006823, 1.991659, 1.372802], [-1.579211, -4.592827, 1.161070], [1.701006, 3.920506, 0.095493], [4.799084, 0.987294, 1.025794], [-0.509891, -3.167751, -1.558035], [-0.446642, 3.694293, -1.702207], [-0.630587, -1.673626, 2.847066], [-3.773661, -2.139008, -0.833602], [-3.522132, -2.413813, 0.879421], [1.253015, 5.992193, 0.174412], [-1.558829, -5.207924, 2.095552], [-1.194611, -5.218035, 0.365635], [-0.737324, 5.767645, -1.212482], [0.409005, -5.126252, -1.046554], [-1.674965, -4.365728, -2.872108], [4.466634, 0.586885, 1.989661], [-1.143107, -3.209193, 3.624398], [2.560303, 3.970579, 0.745237], [6.864817, 0.640492, 1.436764], [-0.881546, 0.124802, -1.490606], [0.855080, -4.425444, -2.632882], [-0.190203, -2.447797, -2.350809], [-4.123235, -0.836147, 0.334177], [6.013719, 2.665194, -2.227911], [0.926745, 1.887530, 2.307815], [2.657446, 2.557860, 2.464367], [2.254690, 0.816807, 2.799066], [-1.840234, -0.389594, 0.833412], [-2.449103, -0.513891, -2.136064], [-6.503245, 3.770147, -0.981326], [-2.628107, -4.383682, 0.942815], [0.218887, 1.629417, -1.956825], [-1.364447, 3.622360, -2.317439], [1.530523, -3.769303, -1.125297], [0.281376, -3.625366, 1.628415], [-5.013736, 1.274794, 2.198976], [7.684037, 1.613283, -0.638334], [-2.323797, -2.312555, 2.675523], [-7.158596, 2.094065, 0.865851], [3.624635, 2.680598, -1.638528], [-2.394646, 0.882304, -1.040821], [-2.327221, -4.410219, -1.241151], [-2.581477, -2.945954, -2.256316]],
  "forces_ev_per_a": [[-0.1, 0.4, 0.3], [-0.7, 0.1, 0.0], [0.2, -0.2, 0.1], [-0.4, 0.2, 0.7], [0.9, -1.1, -0.4], [-0.2, -1.2, 0.8], [0.2, 0.0, -1.0], [-0.9, -0.3, 0.6], [-0.8, 0.7, 0.6], [0.4, -0.5, 0.5], [-0.8, -0.6, 0.3], [-0.1, 0.8, -0.7], [0.6, 0.2, -0.2], [0.1, 0.5, 0.3], [0.4, 0.1, -0.4], [0.1, -0.8, 0.7], [-0.1, 0.1, 0.2], [1.7, -0.1, 0.5], [-0.5, 0.1, 0.1], [1.1, 0.1, 0.1], [0.4, 0.5, 0.1], [-0.8, 0.8, -0.3], [0.8, -1.0, 0.1], [0.5, -0.6, -0.3], [0.5, 0.5, -0.4], [-0.5, -0.1, 0.2], [-0.9, -0.4, 0.5], [0.4, 0.1, -0.6], [0.3, -0.5, -0.6], [1.4, 0.5, -0.1], [-0.2, -0.4, 1.3], [-0.3, -0.9, -0.7], [0.4, -0.1, 0.1], [-0.4, 0.6, -0.5], [-0.6, 0.1, 0.3], [-0.7, -0.5, 0.1], [0.2, 0.3, 0.3], [0.2, 0.3, -0.1], [-0.3, -0.1, -0.1], [-0.1, 0.3, -0.6], [0.2, 0.0, -0.1], [-0.7, 0.6, -0.3], [0.0, 0.6, -0.4], [-0.3, 0.2, 0.0], [0.1, 0.0, -0.5], [0.1, 0.0, -0.3], [0.0, 0.3, 0.2], [0.3, -0.2, 0.3], [-1.0, -0.3, 0.1], [0.0, -0.1, 0.1], [-0.4, 0.0, 0.6], [0.2, -0.3, -0.1], [0.4, 0.2, -0.3], [0.1, 0.4, 0.4], [-0.7, -0.4, 0.1], [0.0, 0.2, -0.1], [-0.1, -0.2, 0.0], [0.1, -0.1, -0.1], [-0.5, 0.4, -0.4], [0.1, 0.1, 0.0], [-0.4, 0.4, 0.4], [0.8, 0.0, 0.2], [-0.1, 0.0, -0.2], [-0.4, 0.0, 0.1], [0.0, 0.3, -0.4], [-0.3, -0.1, -0.1], [0.4, 0.1, -0.1], [0.0, 0.0, -0.1], [0.3, -0.1, -0.2], [-0.2, -0.1, 0.2], [0.2, 0.6, -0.4], [0.0, 0.0, 0.0]],
  "lowdin_charge": [0.592, -0.491, 0.077, 0.007, 0.112, 0.853, -0.039, 0.875, 1.018, -0.240, -0.097, -0.494, -0.101, -0.091, -0.518, -0.129, -0.090, -0.108, -0.092, -0.140, -0.399, -0.379, -0.103, -0.094, -0.110, -0.106, -1.061, -0.244, -0.556, -0.283, -0.130, -0.119, -0.118, -0.545, -0.102, 0.078, 0.059, 0.050, 0.104, 0.087, 0.043, 0.089, 0.077, 0.076, 0.084, 0.073, 0.098, 0.095, 0.036, 0.079, 0.097, 0.078, 0.095, -0.047, 0.055, 0.016, -0.031, 0.071, 0.033, 0.059, 0.081, 0.108, 0.039, 0.076, 0.083, 0.101, 0.069, 0.089, 0.104, 0.033, 0.060, 0.047],
  "multiplicity": 2,
  "total_charge": -1,
  "total_energy_ev": -152251.95864
}